1.
Entry from the OMol25 dataset: a 3-piece molecular cluster, C3H10O3 overall in a non-equilibrium geometry (ωB97M-V/def2-TZVPD).

Calculated values
SMILES string ... C=CCO.O.O
HOMO level ... -0.36925 Ha
Energy ... -345.9255 a.u.
Relative energy (zero: lowest compared OMol25 entry of this formula, charge and spin) ... 233.6 kJ/mol

XYZ file:
```
16
Properties=species:S:1:pos:R:3:forces:R:3
H -2.8174 -2.5686 -3.2296 -2.3877 1.1012 -1.5170
C 1.8650 -0.0175 0.8205 2.7190 0.5240 1.5548
H 2.3401 -0.5737 1.6484 -0.5147 0.2360 -0.3239
H 2.5453 0.7535 0.4057 -0.7787 -0.5194 -0.0016
H -0.1593 -2.0035 1.7787 -0.3490 1.7491 -2.4500
H 1.4952 5.1044 1.2617 -0.0670 -0.5146 1.7174
H -0.4225 -2.0959 -0.0830 -0.2217 0.7336 0.3406
O 1.0580 5.6928 0.6665 0.7101 -0.2336 -1.1812
H 0.2796 0.1618 -0.5534 0.3985 0.5595 1.2652
H 1.6200 5.4123 -0.0770 -0.6494 0.7479 -0.5361
O -1.6608 -0.5092 0.9418 0.3893 -4.6029 -0.7003
C 0.6477 -0.2193 0.4378 -2.6695 -2.4523 -2.9544
H -1.9925 -3.7037 -2.9167 0.4813 -2.2203 -0.2689
H -2.3598 -1.2629 0.8822 1.4235 2.2461 0.2131
O -2.0845 -2.8017 -2.7363 1.9253 1.1152 1.8270
C -0.3540 -1.3687 0.7526 -0.4091 1.5307 3.0154
```
Positions in Å, forces in eV/Å.

Table of natural (NBO) atomic charges, one value per atom, all in e: atom 1 (H): 0.46, atom 2 (C): -0.39, atom 3 (H): 0.19, atom 4 (H): 0.20, atom 5 (H): 0.17, atom 6 (H): 0.46, atom 7 (H): 0.20, atom 8 (O): -0.92, atom 9 (H): 0.21, atom 10 (H): 0.46, atom 11 (O): -0.74, atom 12 (C): -0.20, atom 13 (H): 0.46, atom 14 (H): 0.46, atom 15 (O): -0.92, atom 16 (C): -0.11



2.
Entry from the OMol25 dataset: C31H29BaN5O3PS6Sb as an isolated structure in a non-equilibrium geometry (ωB97M-V/def2-TZVPD).

Calculated values
⟨S²⟩ ... 0.7799
Charge ... -1
HOMO level (spin up / spin down) ... -0.07722 / -0.18368 Ha
Spin multiplicity ... 2
Energy ... -4694.1369 a.u.
Relative energy (zero: lowest compared OMol25 entry of this formula, charge and spin) ... 1724.7 kJ/mol

XYZ file:
```
77
Properties=species:S:1:pos:R:3:forces:R:3
H 7.6803 2.4319 -1.4933 -0.0627 0.0026 0.0245
C 4.5730 2.1898 -0.1081 -0.2122 -0.0010 -0.0089
P 0.9228 2.0159 -2.1628 -0.5129 6.1185 -6.2754
O 2.8599 0.5264 0.9419 2.0135 1.3739 2.1884
C 0.2957 2.5405 -4.0009 -0.2418 -0.1694 -0.0101
C -1.5176 3.2736 -1.7845 0.3683 0.0805 -0.0185
C 0.0921 4.1845 -5.7966 0.0436 -0.1976 0.1889
C -1.1750 -3.2502 -2.5427 -0.6059 0.5832 0.1936
H 5.7495 5.1028 1.2679 -0.0260 -0.0825 -0.0306
C -2.6138 -1.6408 -1.5660 -0.5086 -0.0370 -0.0065
N 7.9259 4.7775 -0.2486 -0.5954 -0.1108 -0.2947
C 6.8099 2.6837 -0.8917 0.1015 0.0870 -0.1088
C -0.5958 3.2629 -6.5868 0.0410 0.1862 0.0074
H -2.7975 5.8853 -0.0452 0.0262 -0.0222 -0.0391
H 0.2799 5.1836 -6.1720 0.0351 0.0043 -0.0028
H 8.7974 4.3843 -0.5577 0.0480 -0.1283 0.1522
C -0.8917 2.8516 2.3837 -0.0926 0.0311 0.4129
S -3.2818 -0.7836 -0.3191 0.0566 0.0229 -0.2617
Sb 0.3780 -4.4039 0.3892 0.0573 -0.5681 0.2404
C 0.8887 2.1056 0.5810 -0.4580 2.7377 2.2192
H 1.0783 4.5410 -3.9386 0.1407 0.2473 0.1592
H -0.2196 -2.7402 -2.3799 -0.0579 -0.1283 0.0504
O 3.2368 0.3150 -1.3829 3.3768 0.6413 -1.2925
S 3.1816 1.2666 -0.2771 8.0928 1.7133 1.7116
C 0.2427 4.5481 -0.7655 -0.3440 -0.1169 -0.2202
H 2.4706 0.5407 -4.2244 0.0524 0.0306 -0.1040
C 4.2063 1.7382 -4.6737 -0.1986 -0.0246 0.0133
C 0.5351 3.8228 -4.5300 -0.3075 -0.5248 -0.1374
H -0.9328 3.5431 -7.5795 -0.0034 -0.0203 0.0563
C -0.3991 1.6418 -4.8112 0.0412 0.1954 -0.0444
H 0.8410 3.6597 3.4086 -0.0721 0.0084 -0.0765
S 1.4787 -5.2334 2.1485 0.0294 0.0140 0.0248
Ba 1.1697 -0.0101 -0.5134 -5.8778 -16.0222 3.1295
H -1.8283 2.3966 -2.3376 -0.0929 0.0115 -0.0901
C 4.4847 3.7374 -3.3614 -0.4401 -0.1658 0.2822
C 3.3496 3.3896 -2.6090 0.0487 -0.4391 -0.7764
H 3.0505 4.0019 -1.7786 -0.0660 0.2533 0.2028
C 5.7228 4.1917 0.6731 0.0092 -0.1447 -0.2105
H -3.5171 3.9322 -1.3925 0.0471 -0.0119 -0.0186
H -0.6033 0.6508 -4.4213 -0.0096 0.0233 -0.0424
C 0.4594 3.1301 2.5394 0.4315 -0.0708 -0.0848
H 1.2747 4.6748 -0.4912 0.3051 0.0746 -0.0007
C -1.8483 -2.7076 -3.7838 -0.1364 0.3074 -0.0949
S 1.6177 -2.4535 -0.5469 2.2985 -5.2315 -0.8063
H -1.9633 -3.2319 -0.5580 0.0257 -0.0997 0.5010
N -2.1370 -2.8923 -1.4813 0.4193 0.0617 -0.6608
N -0.3054 1.5295 0.4914 -1.5884 2.6606 1.3454
H 8.0268 5.4462 0.4943 0.0706 -0.0976 0.1493
C -0.7108 5.4260 -0.2372 0.1626 -0.2114 -0.2208
H 4.5569 1.0831 -5.4646 -0.0378 0.0293 0.0617
C 3.0432 1.4316 -3.9910 -0.1030 0.1672 0.3100
C -0.8428 1.9963 -6.0917 0.0637 -0.2098 0.2345
S 0.0976 -1.9211 0.6076 -3.2748 -3.6117 3.5104
H -1.1697 -2.5512 -4.6201 0.0063 -0.0656 0.0382
H 5.0168 4.6512 -3.1327 0.0824 -0.0401 0.0732
H -0.3851 6.2473 0.3898 -0.0034 0.0173 -0.0372
C 4.9117 2.9054 -4.3760 0.0286 0.0429 -0.1337
N 1.6953 1.9729 -0.5158 0.9703 8.7269 0.1782
C -2.4620 4.1283 -1.2391 0.0330 -0.0867 -0.1479
C 5.7248 1.8594 -0.9128 -0.5546 0.3895 0.1164
N 1.3594 2.7707 1.6371 -0.3370 0.5379 -0.0010
H 5.7945 3.1608 -4.9527 -0.0290 -0.0230 0.0578
H -1.0289 -4.3170 -2.5373 0.0438 -0.3896 -0.1755
H -2.2184 1.5995 1.2277 0.0821 0.0600 0.0380
C -1.2134 1.9876 1.3721 -0.2707 -0.6542 -0.4266
S -2.4885 -1.0858 -3.2255 0.0211 -0.0081 0.0665
C -2.0599 5.2190 -0.4791 0.0894 0.0742 0.1168
H -2.7004 -3.3159 -4.0818 0.0498 -0.0976 -0.0892
O 0.2914 0.6498 -2.1779 -3.1645 2.3785 -5.9354
C 2.6057 2.2550 -2.9443 0.0088 0.7883 0.3098
H -1.6387 3.2296 3.0704 0.0755 -0.0697 -0.0590
C 6.8300 3.8721 -0.1274 0.2850 0.3852 0.2046
H 5.6926 0.9845 -1.5448 0.0531 -0.0769 0.0316
C -0.1435 3.4761 -1.5736 -0.1955 -0.6118 0.6438
H -1.3875 1.2753 -6.6970 0.0633 0.0510 0.0687
C 4.5991 3.3886 0.7175 0.3634 -0.5702 -0.5858
H 3.7533 3.6373 1.3292 -0.1811 0.0224 0.2166
```
Positions in Å, forces in eV/Å.

Table of Mulliken atomic charges, one value per atom, all in e: atom 1 (H): 0.23, atom 2 (C): -0.38, atom 3 (P): 2.81, atom 4 (O): -0.93, atom 5 (C): 0.66, atom 6 (C): -0.18, atom 7 (C): -0.82, atom 8 (C): -0.41, atom 9 (H): 0.25, atom 10 (C): 0.23, atom 11 (N): -0.63, atom 12 (C): -0.67, atom 13 (C): -0.56, atom 14 (H): 0.37, atom 15 (H): 0.41, atom 16 (H): 0.20, atom 17 (C): -0.90, atom 18 (S): -0.30, atom 19 (Sb): 0.16, atom 20 (C): -0.12, atom 21 (H): 0.36, atom 22 (H): 0.09, atom 23 (O): -0.85, atom 24 (S): 2.09, atom 25 (C): -0.36, atom 26 (H): 0.37, atom 27 (C): -0.83, atom 28 (C): -0.48, atom 29 (H): 0.35, atom 30 (C): -0.24, atom 31 (H): 0.50, atom 32 (S): -0.64, atom 33 (Ba): 1.88, atom 34 (H): 0.28, atom 35 (C): -0.76, atom 36 (C): -0.02, atom 37 (H): 0.03, atom 38 (C): -0.56, atom 39 (H): 0.44, atom 40 (H): 0.02, atom 41 (C): -0.50, atom 42 (H): 0.12, atom 43 (C): -0.61, atom 44 (S): -0.19, atom 45 (H): 0.21, atom 46 (N): -0.16, atom 47 (N): -0.72, atom 48 (H): 0.20, atom 49 (C): -0.58, atom 50 (H): 0.44, atom 51 (C): -0.53, atom 52 (C): -0.52, atom 53 (S): -0.09, atom 54 (H): 0.38, atom 55 (H): 0.40, atom 56 (H): 0.46, atom 57 (C): -0.74, atom 58 (N): -0.39, atom 59 (C): -0.68, atom 60 (C): -0.60, atom 61 (N): -0.40, atom 62 (H): 0.39, atom 63 (H): 0.36, atom 64 (H): 0.38, atom 65 (C): -0.40, atom 66 (S): -0.03, atom 67 (C): -0.59, atom 68 (H): 0.37, atom 69 (O): -1.02, atom 70 (C): 0.90, atom 71 (H): 0.43, atom 72 (C): 1.08, atom 73 (H): 0.46, atom 74 (C): 0.19, atom 75 (H): 0.41, atom 76 (C): -1.03, atom 77 (H): 0.52



3.
Entry from the OMol25 dataset: C14H11N3S2Tl as an isolated structure (ωB97M-V/def2-TZVPD).

Calculated values
Charge ... +3
HOMO level (spin up / spin down) ... -0.61980 / -0.60701 Ha
Energy ... -1672.2130 a.u.
Relative energy (zero: lowest compared OMol25 entry of this formula, charge and spin) ... 156.7 kJ/mol

XYZ file:
```
31
Properties=species:S:1:pos:R:3:forces:R:3
C 2.5598 -4.9046 4.4111 -0.0036 0.0056 -0.0052
H 0.1323 3.6417 -1.0687 -0.0001 -0.0021 -0.0027
C -0.3207 4.5002 -1.5429 -0.0022 0.0009 0.0018
N 1.2119 -4.3582 0.9559 0.0879 -0.1445 0.0404
C -1.6557 4.4017 -2.0339 0.0236 0.0047 0.0029
C -2.2564 5.5621 -2.6476 -0.0354 -0.0138 -0.0118
C 1.2241 -5.2570 0.0478 -0.0135 0.0150 -0.0007
H -5.4886 2.8757 -2.9435 0.0006 0.0024 0.0010
Tl -0.1811 -0.7869 -0.5474 0.0410 -0.0627 0.0285
C 2.2502 -6.2109 2.0170 -0.0063 -0.0038 -0.0042
N -2.4157 3.3091 -1.9713 -0.1253 0.2191 -0.0857
C 1.7971 -4.8693 2.1264 -0.0224 -0.0018 0.0138
H -4.4191 1.7684 -2.1528 0.0054 -0.0007 -0.0009
C 3.0113 -6.2175 4.3038 0.0024 -0.0059 -0.0063
H 1.3545 5.7833 -1.3064 0.0000 -0.0034 0.0019
C -0.2766 6.8012 -2.2887 -0.0085 0.0018 -0.0047
S -3.8733 5.1865 -3.1425 0.0121 0.0305 -0.0065
H 3.4720 -6.7030 5.1524 -0.0004 0.0021 0.0016
H 1.6016 -3.2013 3.4493 0.0011 0.0014 -0.0076
H -2.0317 7.6165 -3.2401 0.0029 0.0019 0.0004
C 0.3430 5.6792 -1.6731 0.0003 -0.0008 0.0006
C -1.5803 6.7490 -2.7788 0.0142 0.0071 0.0052
C 1.9442 -4.2184 3.3179 0.0094 0.0023 0.0077
H 2.6736 -4.3775 5.3497 0.0001 -0.0035 0.0020
H 3.2071 -7.9144 2.9987 -0.0014 -0.0006 0.0008
H 0.2819 7.7239 -2.3759 -0.0036 0.0024 -0.0019
C 2.8670 -6.8930 3.1132 0.0023 -0.0005 0.0024
S 1.9409 -6.8151 0.4853 0.0051 -0.0083 0.0073
N -4.5783 2.6801 -2.5520 -0.0112 0.0067 -0.0052
H 0.8302 -5.1344 -0.9520 0.0055 0.0009 -0.0026
C -3.6253 3.5830 -2.5106 0.0203 -0.0523 0.0277
```
Positions in Å, forces in eV/Å.

Table of natural (NBO) atomic charges, one value per atom, all in e: atom 1 (C): -0.01, atom 2 (H): 0.22, atom 3 (C): -0.17, atom 4 (N): -0.39, atom 5 (C): 0.20, atom 6 (C): -0.15, atom 7 (C): -0.07, atom 8 (H): 0.44, atom 9 (Tl): 0.99, atom 10 (C): -0.21, atom 11 (N): -0.46, atom 12 (C): 0.06, atom 13 (H): 0.43, atom 14 (C): -0.23, atom 15 (H): 0.25, atom 16 (C): -0.02, atom 17 (S): 0.49, atom 18 (H): 0.28, atom 19 (H): 0.25, atom 20 (H): 0.27, atom 21 (C): -0.18, atom 22 (C): -0.23, atom 23 (C): -0.09, atom 24 (H): 0.26, atom 25 (H): 0.27, atom 26 (H): 0.26, atom 27 (C): -0.04, atom 28 (S): 0.68, atom 29 (N): -0.66, atom 30 (H): 0.24, atom 31 (C): 0.31